No. 1
{"formula": "C6H16O2", "method": "wB97M-V/def2-TZVPD", "species": ["H", "H", "H", "H", "O", "H", "H", "H", "H", "H", "H", "H", "C", "C", "H", "H", "H", "O", "C", "C", "C", "C", "H", "H"], "xyz": [[-1.146327, 2.854749, 0.939506], [1.415335, 1.893045, 1.400292], [-1.041047, -1.989702, -1.670693], [-2.866712, -1.753152, 0.027235], [-0.249527, 1.206747, 0.033097], [1.125163, 0.407004, -1.828230], [2.701492, 1.079670, 0.482326], [1.017786, -1.154437, -2.676272], [-1.405315, -2.439352, 0.773055], [2.450389, 0.743917, 2.230059], [0.280220, -0.307932, 1.803652], [-2.249191, 1.486032, 0.505134], [-1.061405, -1.186596, -0.937350], [1.350255, -0.659818, -1.762098], [-1.305404, -0.207952, -1.332183], [1.541046, -1.057282, 1.211273], [-1.590836, 2.571664, -0.719043], [0.640562, -1.209044, -0.644029], [1.960791, 0.954169, 1.275201], [-1.821750, -1.550271, 0.293362], [-1.330730, 2.045548, 0.214054], [0.963850, -0.154006, 0.964585], [-1.797628, -0.743383, 1.024891], [2.418982, -0.829616, -1.607822]], "forces_ev_per_a": [[-0.13, -0.10, 0.27], [0.30, -0.07, -0.19], [-0.17, 0.10, -0.13], [0.22, 0.04, -0.07], [0.66, -0.15, -1.39], [0.11, -0.04, -0.01], [0.04, -0.03, 0.15], [0.11, -0.13, -0.01], [-0.10, -0.05, -0.14], [0.13, -0.53, -0.15], [-0.96, 0.83, -0.80], [0.02, 0.35, 0.17], [2.59, -0.58, -0.14], [-0.48, 0.34, 0.14], [0.40, 0.03, 0.02], [0.20, -0.46, -1.42], [0.06, -0.10, -0.15], [-3.32, 1.09, 0.26], [-1.23, 0.93, -0.84], [0.45, 0.02, 0.52], [-0.11, -0.64, 0.36], [1.48, -0.86, 3.65], [-0.09, 0.07, -0.14], [-0.17, -0.04, 0.03]], "e_homo_ev": [-7.5, -7.5], "homo_lumo_gap_ev": [8.2, 8.2], "total_charge": 0, "e_lumo_ha": [0.023, 0.023], "relative_energy_ev": 6.909, "e_tot_ha": -388.426817}

=====

No. 2
{"formula": "C4H20NO7", "method": "wB97M-V/def2-TZVPD", "species": ["H", "H", "H", "H", "O", "C", "H", "C", "O", "O", "H", "H", "N", "O", "H", "H", "C", "O", "H", "H", "H", "H", "H", "O", "O", "H", "H", "C", "H", "H", "H", "H"], "xyz": [[-2.115592, -1.172066, 0.537062], [-3.579856, 1.939511, -0.520410], [-2.901259, 0.150307, -2.217628], [3.780754, -1.145896, 0.645392], [-2.730643, 2.346659, -0.267580], [-0.316230, 0.021794, 2.180804], [-2.283998, 1.889317, -1.006349], [-0.424272, 0.125628, 0.641986], [2.369690, -1.988144, 1.552175], [-0.827517, -0.001948, -2.089865], [-0.020240, 0.399877, -1.727908], [2.501312, -2.867039, 1.909719], [0.948509, 0.313305, 0.120065], [0.342344, -1.135194, 2.543420], [3.568086, 0.075018, -0.175930], [0.204785, 0.968400, 2.498007], [-0.961868, -1.281112, -1.440278], [1.776809, 2.923125, -1.147263], [-1.070795, 0.977832, 0.416910], [-1.231307, 0.068225, 2.793596], [-3.735340, -0.610670, -1.116885], [1.350368, -0.620384, 0.036261], [0.862661, 2.634016, -0.999341], [-3.786562, -0.097714, -1.925595], [4.284160, -0.396022, 0.254316], [-0.649141, -1.927631, 0.674937], [1.461010, 0.769945, 0.869670], [-1.116134, -1.121572, 0.085713], [-1.763410, -1.845363, -1.902766], [1.520749, -1.535628, 2.086847], [0.008121, -1.759879, -1.587450], [2.157358, 2.074372, -0.878658]], "forces_ev_per_a": [[-0.32, 0.45, -0.66], [-0.31, 0.48, 0.77], [0.35, -0.32, 0.31], [0.05, 0.17, 0.35], [-0.65, -0.89, -1.38], [0.93, -0.52, 0.71], [0.85, 0.50, 0.48], [-1.12, 0.32, 0.88], [0.62, -0.05, -0.27], [-0.90, -0.04, -0.42], [-0.04, -0.04, 0.17], [-0.05, -0.05, 0.05], [-0.42, -0.29, -0.61], [-0.09, 0.28, 0.40], [0.04, 0.24, -0.18], [0.12, -0.23, -0.16], [1.14, 0.62, 1.13], [-0.43, -0.65, 0.18], [0.47, 0.18, -0.11], [-0.61, 0.12, -0.77], [0.50, 0.02, 0.03], [0.19, 0.08, 0.34], [-0.08, 0.60, -0.12], [-0.81, 0.36, -0.35], [-0.16, -0.37, -0.07], [0.27, -0.20, -0.68], [0.15, -0.12, -0.05], [0.48, -0.39, 0.84], [0.01, 0.02, -0.20], [-0.42, 0.06, -0.29], [-0.23, -0.55, -0.21], [0.47, 0.18, -0.11]], "e_homo_ev": -4.6, "homo_lumo_gap_ev": 7.6, "total_charge": -1, "e_lumo_ha": 0.110, "relative_energy_ev": 1.261, "e_tot_ha": -745.863934}

=====

No. 3
{"formula": "C4H3F3O", "method": "wB97M-V/def2-TZVPD", "species": ["F", "H", "C", "C", "C", "H", "O", "F", "C", "F", "H"], "xyz": [[0.109090, -1.865270, -0.702405], [-0.765398, -0.528077, 1.830086], [-0.295195, 0.330250, -1.485043], [-0.198235, -0.206162, 0.988809], [-0.557473, -0.697623, -0.390852], [-1.651356, -0.922392, -0.416586], [0.307811, 0.084493, -2.494253], [1.682323, 1.004711, 0.300908], [0.866403, 0.546450, 1.223341], [1.226553, 0.945037, 2.424552], [-0.724522, 1.308583, -1.278556]], "forces_ev_per_a": [[-0.05, -0.03, 0.13], [-0.29, -0.14, 0.43], [0.43, -0.70, -0.44], [0.48, 0.08, -0.70], [-0.40, 0.02, 0.10], [0.62, 0.17, 0.01], [-0.29, 0.17, 0.44], [0.07, 0.05, 0.19], [-0.47, -0.23, 0.02], [0.13, 0.05, -0.23], [-0.23, 0.56, 0.04]], "e_homo_ev": -10.4, "homo_lumo_gap_ev": 11.0, "total_charge": 0, "smiles": "O=C[C@@H](F)C=C(F)F", "e_lumo_ha": 0.024, "relative_energy_ev": 0.511, "e_tot_ha": -529.010900}

=====

No. 4
{"formula": "C3H5N3", "method": "wB97M-V/def2-TZVPD", "species": ["H", "N", "C", "H", "H", "H", "C", "H", "C", "N", "N"], "xyz": [[1.254632, -0.461988, 1.725662], [0.184552, -2.314307, -1.756357], [-0.234147, 0.956162, 0.979153], [-0.787035, 1.212269, -1.042614], [-1.595907, 2.342305, 0.172453], [-0.333327, 1.334109, 1.991468], [0.704461, -0.171454, 0.821981], [0.874521, -2.424613, -0.872641], [-0.928555, 1.511228, -0.012601], [-0.099132, -1.186914, -1.763873], [0.959938, -0.796798, -0.242630]], "forces_ev_per_a": [[0.00, -0.07, -0.17], [0.30, -0.19, 0.46], [-0.34, 0.14, -0.02], [-0.10, -0.17, 0.02], [-0.02, -0.04, 0.05], [-0.10, -0.03, -0.03], [-0.26, 0.43, -0.44], [-0.24, -0.06, -0.65], [0.39, 0.10, 0.10], [0.11, 0.51, 0.64], [0.25, -0.62, 0.03]], "e_homo_ev": [-9.1, -9.1], "homo_lumo_gap_ev": [9.4, 9.4], "total_charge": 0, "e_lumo_ha": [0.011, 0.011], "relative_energy_ev": 4.529, "e_tot_ha": -281.423613}

=====

No. 5
{"formula": "C28H33N3O3RhSSe", "method": "wB97M-V/def2-TZVPD", "species": ["Rh", "C", "H", "H", "O", "H", "H", "H", "H", "H", "C", "H", "H", "C", "C", "C", "C", "C", "O", "C", "C", "C", "C", "H", "C", "N", "H", "H", "H", "H", "C", "H", "C", "Se", "H", "C", "H", "C", "C", "H", "H", "O", "H", "N", "H", "H", "H", "C", "S", "H", "H", "C", "C", "C", "C", "H", "C", "N", "C", "H", "C", "H", "C", "H", "H", "H", "C", "H", "H", "C"], "xyz": [[0.025705, 0.251886, -0.006877], [2.093354, -3.273253, 1.397526], [3.759534, 0.767988, -2.101816], [-3.055327, 1.501669, -2.870084], [-1.959838, -2.276960, 1.751731], [-5.097998, -0.973310, 5.555635], [-1.509451, -3.701484, -2.625673], [0.663633, -2.602869, 3.596899], [-4.933709, -0.228996, -2.750247], [-4.187345, 1.150015, 6.371495], [3.202233, -3.878165, 1.989795], [-2.153782, 2.145095, 5.318263], [5.637512, -1.774192, 0.997108], [-2.560673, -0.795873, -1.429907], [4.649114, -2.210892, 1.090814], [0.535964, -2.390438, -0.917521], [-3.691027, 0.507352, 0.383134], [0.490894, -5.236399, 1.345072], [0.595661, 1.045343, 3.717316], [-2.815576, -1.960297, -2.175656], [0.716593, -3.788743, 1.780362], [-3.567082, 0.300264, -1.129088], [-3.185616, 1.626561, -1.792705], [-3.974355, 2.365707, -1.617006], [-3.608939, -1.243793, 4.036793], [-0.622795, -0.425861, 2.016012], [1.182084, -4.274730, 3.859619], [-3.994286, -2.184695, 3.664656], [3.210118, 1.837578, 0.146367], [3.046735, -4.749043, 2.616499], [-2.566697, 1.208487, 4.966895], [5.325803, -3.858288, 2.285837], [3.583201, -1.570950, 0.474837], [0.479141, 1.596552, -1.807229], [-3.750197, -2.206288, -2.652889], [2.301753, -2.151084, 0.565755], [-0.524148, -3.913621, 3.541478], [3.843215, -0.236429, -0.190519], [-0.731328, -2.023575, -1.416872], [3.670023, 0.941054, 1.620544], [0.596674, -5.356224, 0.264501], [-0.908048, 2.068909, 2.069508], [-0.515914, -5.556615, 1.622725], [1.203966, -1.593617, -0.142473], [-4.456925, 1.259717, 0.595197], [-3.972760, -0.425530, 0.877122], [-0.047916, -3.177071, 1.309257], [-1.989101, 0.519135, 3.919839], [-0.593955, 0.935954, 2.913453], [4.108862, -0.966973, -2.205855], [-5.675586, 0.653160, -1.411283], [-3.696653, 0.645818, 5.547947], [-2.483709, -0.683269, 3.457875], [-1.660992, -2.731974, -2.173492], [3.185445, 0.869882, 0.644599], [-5.271591, -1.059186, -1.220118], [3.517308, -0.209966, -1.680636], [-1.294946, -0.848736, -0.971548], [0.501524, -3.636579, 3.287860], [1.203820, -5.913309, 1.824474], [-4.942392, -0.116379, -1.663474], [2.468824, -0.402776, -1.880833], [4.475066, -3.374706, 1.820824], [4.923955, -0.075114, -0.111824], [-2.753778, 0.867383, 0.807415], [2.138186, 0.625885, 0.849670], [-4.212088, -0.563786, 5.085045], [0.918460, -3.383678, -1.142317], [-2.255842, 2.017313, -1.387136], [-1.675114, -1.228556, 2.308192]], "forces_ev_per_a": [[1.13, -0.43, -0.98], [0.09, 0.13, -0.05], [-0.03, -0.01, 0.01], [0.00, 0.00, 0.02], [-0.14, 0.16, 0.04], [0.02, -0.01, -0.01], [-0.01, 0.05, 0.02], [0.00, 0.01, 0.00], [0.01, 0.01, 0.02], [0.02, 0.01, -0.02], [-0.08, 0.00, -0.03], [-0.02, 0.00, -0.02], [-0.01, 0.00, 0.01], [0.13, 0.14, 0.21], [0.03, 0.00, -0.02], [-0.36, 0.06, -0.09], [0.03, 0.01, 0.04], [0.00, -0.04, 0.02], [-0.08, -0.13, -0.01], [-0.02, -0.14, -0.14], [0.04, 0.03, -0.13], [-0.07, 0.02, -0.05], [0.01, 0.06, 0.00], [-0.02, -0.04, -0.01], [0.04, -0.03, -0.05], [0.20, 0.48, -0.11], [-0.02, 0.02, -0.01], [0.02, 0.01, -0.01], [-0.02, 0.00, -0.03], [0.02, 0.01, -0.01], [-0.02, -0.01, 0.04], [-0.01, -0.01, 0.00], [-0.08, -0.04, -0.05], [-0.29, -0.29, 0.66], [0.04, 0.00, 0.01], [0.20, 0.02, 0.39], [0.02, 0.01, 0.00], [0.07, 0.01, 0.08], [0.27, -0.02, 0.09], [0.02, 0.02, -0.01], [0.00, 0.02, 0.01], [0.00, -0.04, 0.28], [0.01, 0.01, -0.01], [-0.71, 0.46, 0.10], [0.00, -0.01, -0.02], [0.02, 0.01, 0.01], [0.04, 0.00, -0.06], [0.00, -0.06, -0.09], [-0.03, 0.08, -0.02], [0.01, 0.02, 0.04], [0.02, 0.00, 0.00], [0.00, 0.00, 0.01], [-0.03, 0.06, 0.12], [-0.06, -0.12, -0.02], [-0.01, -0.08, -0.01], [0.00, 0.02, -0.01], [0.05, -0.06, -0.11], [-0.38, -0.10, -0.26], [-0.01, -0.05, 0.04], [0.00, 0.00, 0.00], [-0.01, -0.06, 0.00], [-0.04, 0.05, -0.02], [0.06, -0.02, 0.04], [0.00, 0.00, 0.00], [0.02, 0.00, -0.01], [0.02, 0.13, 0.05], [-0.05, 0.02, 0.05], [0.09, -0.03, 0.00], [0.02, -0.01, -0.02], [-0.16, -0.31, 0.09]], "e_homo_ev": [-4.2, -4.2], "homo_lumo_gap_ev": [6.4, 6.4], "total_charge": -1, "e_lumo_ha": [0.080, 0.080], "relative_energy_ev": 0.154, "e_tot_ha": -4387.000932}

=====

No. 6
{"formula": "C4H12NO2", "method": "wB97M-V/def2-TZVPD", "species": ["H", "N", "H", "H", "H", "H", "C", "H", "H", "O", "O", "H", "C", "H", "H", "C", "H", "H", "C"], "xyz": [[1.045712, -0.337568, 2.517996], [0.455503, -1.867529, 1.253527], [-0.776302, -1.981302, -1.136487], [-2.263006, -1.142996, -0.452418], [2.321290, -1.555894, 2.309656], [1.900420, -0.439582, 1.104507], [-0.819313, 0.166225, -1.467265], [-1.016114, -0.040436, -2.540108], [0.252766, 0.405100, -1.449793], [0.522055, 2.818750, -1.821111], [-1.439203, 1.358343, -0.973550], [1.203651, 2.973159, -1.076703], [-0.442102, -0.823281, 0.787539], [-0.694878, 2.076523, -1.137235], [-1.221108, -0.607686, 1.554292], [-1.145749, -1.060076, -0.544820], [0.460385, 0.992022, 0.591512], [0.151792, 0.098292, 0.683075], [1.504201, -1.032065, 1.797384]], "forces_ev_per_a": [[0.43, 0.15, 0.45], [-0.03, 3.53, -2.76], [-0.28, 1.21, 1.39], [0.95, 0.16, 0.04], [-0.23, -0.21, -0.10], [1.92, 2.74, -3.63], [-0.11, 0.75, 0.33], [-0.52, 0.03, 0.49], [0.10, -0.57, -0.05], [1.27, 0.07, 2.40], [0.51, -0.78, -0.25], [-1.50, -0.25, -1.81], [-3.57, -8.07, 1.12], [-0.09, 0.02, -0.62], [0.96, 1.20, -0.11], [0.01, -0.24, -1.63], [-0.16, -0.88, -0.32], [2.28, 4.41, -0.36], [-1.93, -3.26, 5.43]], "e_homo_ev": -3.9, "homo_lumo_gap_ev": 6.2, "total_charge": -1, "e_lumo_ha": 0.085, "relative_energy_ev": 6.798, "e_tot_ha": -364.605692}

=====

No. 7
{"formula": "C5H4ClO2", "method": "wB97M-V/def2-TZVPD", "species": ["C", "H", "O", "H", "Cl", "H", "C", "C", "C", "C", "H", "O"], "xyz": [[-0.131188, -0.434583, -0.342942], [-0.512237, -1.299707, -0.879982], [-2.878113, -0.888995, -0.389753], [-0.598992, 1.287593, 0.988664], [3.943176, 0.157419, 0.310390], [2.027916, 1.233921, -0.821823], [1.329546, -0.535973, 0.013312], [2.278055, 0.366804, -0.227517], [-2.534709, 0.218557, 0.087416], [-0.998337, 0.470321, 0.184752], [1.343578, -1.560887, 0.295152], [-3.268696, 0.985530, 0.782331]], "forces_ev_per_a": [[0.10, 1.86, 0.86], [-0.26, 0.23, -0.01], [0.44, 0.62, -0.75], [-1.04, -1.88, -2.27], [-0.39, 0.15, -0.33], [0.40, 0.31, 0.34], [-1.76, 0.45, -1.37], [-0.58, -0.97, 0.38], [-0.90, -0.61, 2.22], [1.32, 0.44, 1.03], [1.65, -0.66, 1.01], [1.03, 0.06, -1.10]], "e_homo_ev": -4.2, "homo_lumo_gap_ev": 7.2, "total_charge": -1, "smiles": "O=C([O-])/C=C/C=C/Cl", "e_lumo_ha": 0.109, "relative_energy_ev": 0.304, "e_tot_ha": -803.598962}